The following is a quantum chemistry calculation of a single H5NP2S2 molecule in a non-equilibrium geometry, from the Open Molecules 2025 dataset.

Geometry as XYZ:
```
10
H5NP2S2 | the Open Molecules 2025 dataset | the ωB97M-V functional and the def2-TZVPD basis
H -1.54 1.46 0.97
S 1.20 -1.64 0.03
P 2.74 -0.03 -0.09
H -0.82 0.09 -1.35
N -1.63 0.54 0.81
S 1.21 1.43 0.13
H -2.28 0.14 1.44
P -0.47 -0.35 -0.12
H 3.00 -0.26 -1.55
H -1.42 -1.38 -0.27
```

The orbital gap is 8.26 eV.

=====

The following is a quantum chemistry calculation of 2 unconnected molecules or ions with the total composition H5NSSi in a non-equilibrium geometry, from the Open Molecules 2025 dataset.

Geometry as XYZ:
```
8
H5NSSi | the Open Molecules 2025 dataset | the ωB97M-V functional and the def2-TZVPD basis
H -1.71 -0.91 -2.19
H 1.25 0.99 2.67
H 0.92 0.70 -0.33
Si -0.33 -0.61 -2.03
N 0.05 0.42 -0.79
H -0.64 0.29 2.30
H 0.31 -1.40 -3.08
S 0.14 0.52 3.45
```

The orbital gap is 9.33 eV.

=====

The following is a quantum chemistry calculation of 2 unconnected molecules or ions with the total composition H5O2 in a non-equilibrium geometry, from the Open Molecules 2025 dataset.

Geometry as XYZ:
```
7
H5O2 | the Open Molecules 2025 dataset | the ωB97M-V functional and the def2-TZVPD basis
H 1.30 1.65 0.23
H 0.08 0.42 0.01
H 0.09 1.30 1.30
O -0.76 -0.86 -0.71
H -0.51 -1.29 -1.67
H -1.28 -1.61 -0.19
O 0.80 0.81 0.75
```

As for the spin multiplicity: 2. Its expectation value of S² is 0.753. The orbital gap (alpha / beta) is 16.11 / 8.74 eV. As for the total charge: +2.

=====

The following is a quantum chemistry calculation of 2 unconnected molecules or ions with the total composition H5O2PSSi in a non-equilibrium geometry, from the Open Molecules 2025 dataset.

Geometry as XYZ:
```
10
H5O2PSSi | the Open Molecules 2025 dataset | the ωB97M-V functional and the def2-TZVPD basis
H 0.82 -1.43 -0.32
H -0.96 1.16 0.64
P 2.97 0.24 0.85
O 2.90 1.68 0.03
O 0.41 -0.68 -0.12
Si -1.11 -0.24 0.29
S 3.73 -1.09 -0.42
H -1.66 -0.76 -0.84
H -1.51 -1.02 1.42
H 2.68 1.59 -0.92
```

The orbital gap is 8.46 eV.

=====

The following is a quantum chemistry calculation of 3 unconnected molecules or ions with the total composition H5O3, from the Open Molecules 2025 dataset.

Geometry as XYZ:
```
8
H5O3 | the Open Molecules 2025 dataset | the ωB97M-V functional and the def2-TZVPD basis
O -0.83 0.68 -0.13
O 0.04 -0.95 -2.08
O 0.82 -0.17 1.60
H 0.10 0.10 0.84
H -0.93 1.48 0.40
H 0.54 -1.39 -1.38
H 0.48 0.42 2.28
H -0.22 -0.16 -1.53
```

The orbital gap is 8.95 eV. As for the total charge: -1.

=====

The following is a quantum chemistry calculation of 3 unconnected molecules or ions with the total composition H5O3 in a non-equilibrium geometry, from the Open Molecules 2025 dataset.

Geometry as XYZ:
```
8
H5O3 | the Open Molecules 2025 dataset | the ωB97M-V functional and the def2-TZVPD basis
H -0.62 -0.69 1.23
H -0.56 -2.23 1.51
H 0.58 0.91 -0.79
O -0.93 0.24 0.02
H -0.62 1.05 0.44
O 0.01 -1.46 1.59
O 1.05 1.17 -1.67
H 0.19 1.44 -2.02
```

The orbital gap is 8.88 eV. As for the total charge: -1.

=====

The following is a quantum chemistry calculation of 3 unconnected molecules or ions with the total composition H5O3, from the Open Molecules 2025 dataset.

Geometry as XYZ:
```
8
H5O3 | the Open Molecules 2025 dataset | the ωB97M-V functional and the def2-TZVPD basis
O 0.04 0.06 0.46
O -1.60 -1.86 0.03
H -2.39 -1.59 0.52
H -0.93 -1.10 0.22
O 1.54 1.79 -0.64
H 2.11 2.09 0.09
H 0.85 1.21 -0.13
H 0.71 -0.56 0.76
```

The orbital gap is 9.00 eV. As for the total charge: -1.

=====

The following is a quantum chemistry calculation of 3 unconnected molecules or ions with the total composition H5O3, from the Open Molecules 2025 dataset.

Geometry as XYZ:
```
8
H5O3 | the Open Molecules 2025 dataset | the ωB97M-V functional and the def2-TZVPD basis
H -0.83 0.31 -1.05
O -0.09 0.70 -0.56
O -1.28 0.62 1.74
O 1.42 -1.42 -1.04
H 1.34 -1.18 -1.97
H -1.26 1.55 2.02
H -0.77 0.62 0.82
H 0.93 -0.63 -0.61
```

The orbital gap is 9.07 eV. As for the total charge: -1.

=====

Q: Which relative energy (zero: lowest compared OMol25 entry of this formula, charge and spin) values were calculated for the entries above? A: 0.5895 0.8050 0.1692 0.9156 0.2578 0.7383 0.1113 0.1048, in eV.